(one)
A 2-piece molecular cluster, C5H10O3 overall. Source: OMol25; level of theory: the ωB97M-V functional and the def2-TZVPD basis.

As for the LUMO energy: 0.653 eV. As for the structure (SMILES): C=COC.O=CCO.

Geometry as ORCA input:
```
! wB97M-V def2-TZVPD RIJCOSX def2/J DEFGRID3
* xyz 0 1
C 0.721 -0.053 1.800
C -0.681 0.771 1.557
O 0.650 -1.405 1.389
O -1.467 0.990 2.463
H 1.131 -1.471 0.549
H 1.631 0.442 1.456
H 0.801 -0.074 2.890
H -0.729 1.440 0.687
C -1.576 -1.048 -1.164
C 0.578 0.144 -1.379
C 1.212 1.325 -1.406
O -0.792 0.141 -1.143
H 1.024 -0.793 -1.684
H -2.136 -1.206 -2.086
H -2.305 -0.851 -0.369
H -1.056 -1.985 -0.946
H 2.292 1.386 -1.471
H 0.703 2.247 -1.142
*
```


(two)
One molecule with the formula C5H10O3. Source: OMol25; level of theory: the ωB97M-V functional and the def2-TZVPD basis.

As for the LUMO energy: -0.428 eV.

Geometry as ORCA input:
```
! wB97M-V def2-TZVPD RIJCOSX def2/J DEFGRID3
* xyz 0 1
C -1.602 -0.496 -1.009
C -0.785 1.321 0.595
C -0.495 0.333 -0.470
C 0.797 0.339 -1.069
H -2.201 0.142 -1.673
H -2.255 -0.855 -0.213
H -1.233 -1.339 -1.590
H -0.996 2.288 0.124
H 0.105 1.457 1.217
H -1.642 1.034 1.204
H 0.889 -0.226 -1.993
H 1.314 1.292 -1.093
C 1.676 -0.477 0.198
O 0.384 -1.307 0.632
O 0.524 -1.665 2.013
O 2.095 0.248 1.114
H 1.073 -0.912 2.330
H 2.352 -1.178 -0.317
*
```


Which of them is the least stable? Correct choice: (two).


(one)
C5H10O3 as an isolated structure. Source: OMol25; level of theory: the ωB97M-V functional and the def2-TZVPD basis.

As for the LUMO energy: 0.535 eV.

Geometry as ORCA input:
```
! wB97M-V def2-TZVPD RIJCOSX def2/J DEFGRID3
* xyz 0 1
C 0.889 -0.682 0.695
C 2.288 -0.122 0.527
O 0.784 -2.041 0.453
H 0.711 -2.131 -0.520
H 0.493 -0.466 1.693
H -0.780 -0.276 0.459
H 2.628 -0.261 -0.499
H 2.318 0.939 0.770
H 2.960 -0.659 1.199
C -0.063 0.049 -0.679
C -1.963 -0.056 -0.114
C -2.587 1.086 0.112
O 0.227 1.395 -0.689
O 0.041 -0.668 -1.679
H 0.152 1.684 -1.610
H -2.405 -0.964 -0.502
H -2.050 1.955 0.472
H -3.644 1.217 -0.089
*
```


(two)
A 2-piece molecular cluster, C5H10O3 overall. Source: OMol25; level of theory: the ωB97M-V functional and the def2-TZVPD basis.

As for the LUMO energy (alpha / beta): 0.207 / -0.351 eV.

Geometry as ORCA input:
```
! wB97M-V def2-TZVPD RIJCOSX def2/J DEFGRID3
* xyz 0 1
C 1.615 -0.597 -0.067
C -0.367 0.302 0.502
C -0.010 1.224 -0.713
C -1.254 -0.912 0.373
C -1.246 1.721 0.073
O 1.989 -1.035 1.132
O 1.425 -1.590 -0.950
O -2.411 1.676 -0.426
H 1.466 -1.824 1.360
H 1.418 -1.209 -1.843
H 2.230 0.226 -0.412
H 0.053 0.500 1.484
H -0.972 2.526 0.775
H -0.271 0.820 -1.689
H 0.872 1.854 -0.638
H -1.984 -0.765 -0.428
H -1.818 -1.059 1.298
H -0.736 -1.856 0.169
*
```


Which of them is the least stable? Correct choice: (two).


(one)
One molecule with the formula C18H22N2O4S. Source: OMol25; level of theory: the ωB97M-V functional and the def2-TZVPD basis.

As for the LUMO energy: 0.655 eV. As for the structure (SMILES): C[C@H](C(=O)N1CCC2(CC1)OCCO2)[C@@H]1Sc2ccccc2NC1=O.

Geometry as ORCA input:
```
! wB97M-V def2-TZVPD RIJCOSX def2/J DEFGRID3
* xyz 0 1
C -2.045 -0.952 1.909
H -1.493 -0.787 2.832
H -2.684 -0.087 1.750
H -2.653 -1.846 2.026
C -1.050 -1.117 0.760
C -1.709 -1.443 -0.604
C -2.998 -2.235 -0.454
O -2.999 -3.447 -0.448
N -4.145 -1.528 -0.305
C -4.314 -0.144 -0.282
C -5.451 0.399 0.306
C -5.648 1.768 0.315
C -4.711 2.609 -0.262
C -3.576 2.081 -0.849
C -3.376 0.710 -0.862
S -1.966 0.023 -1.663
H -2.834 2.719 -1.301
H -4.861 3.677 -0.253
H -6.535 2.176 0.775
H -6.178 -0.262 0.755
H -4.968 -2.087 -0.114
H -1.030 -2.063 -1.195
H -0.386 -1.947 1.019
C -0.241 0.183 0.631
O -0.664 1.224 1.096
N 0.928 0.130 -0.046
C 1.622 -1.026 -0.557
H 1.023 -1.929 -0.461
C 2.948 -1.214 0.184
H 3.486 -2.066 -0.232
H 2.774 -1.391 1.246
C 3.816 0.046 0.048
C 3.018 1.268 0.528
C 1.691 1.351 -0.220
H 1.087 2.177 0.158
H 1.884 1.491 -1.288
H 2.852 1.165 1.600
H 3.603 2.171 0.352
O 4.209 0.185 -1.308
C 5.588 0.472 -1.337
H 6.007 0.052 -2.251
C 6.098 -0.193 -0.056
H 6.956 0.308 0.390
O 5.000 -0.067 0.821
H 6.331 -1.252 -0.227
H 5.758 1.557 -1.311
H 1.836 -0.859 -1.618
*
```


(two)
One molecule with the formula C18H22N2O4S. Source: OMol25; level of theory: the ωB97M-V functional and the def2-TZVPD basis.

As for the LUMO energy: 0.471 eV. As for the structure (SMILES): COCCNC(=O)c1ccc(NS(=O)(=O)c2cc(C)ccc2C)cc1.

Geometry as ORCA input:
```
! wB97M-V def2-TZVPD RIJCOSX def2/J DEFGRID3
* xyz 0 1
C 1.492 6.265 -1.840
H 2.160 7.134 -1.862
O 1.701 5.440 -2.966
C 3.036 5.069 -3.185
C 3.602 4.104 -2.126
N 2.744 2.963 -1.934
C 1.928 2.867 -0.853
O 1.991 3.640 0.087
C 0.971 1.728 -0.882
C 1.230 0.528 -1.540
C 0.311 -0.501 -1.515
C -0.888 -0.352 -0.821
C -1.152 0.846 -0.160
C -0.228 1.870 -0.187
H -0.415 2.797 0.332
H -2.083 0.967 0.376
N -1.812 -1.393 -0.812
H -2.719 -1.147 -0.442
S -1.419 -2.961 -0.319
O -2.613 -3.717 -0.541
O -0.222 -3.370 -0.987
C -1.196 -2.759 1.454
C -2.338 -3.011 2.195
C -2.352 -2.839 3.570
C -1.179 -2.399 4.179
C -0.044 -2.152 3.434
C -0.021 -2.323 2.050
C 1.232 -2.033 1.289
H 1.321 -0.960 1.115
H 1.230 -2.541 0.331
H 2.099 -2.349 1.866
H 0.856 -1.816 3.928
H -1.159 -2.254 5.249
C -3.577 -3.124 4.380
H -4.429 -3.327 3.737
H -3.813 -2.280 5.027
H -3.411 -3.993 5.016
H -3.212 -3.362 1.667
H 0.510 -1.436 -2.012
H 2.167 0.379 -2.058
H 2.521 2.421 -2.754
H 3.683 4.601 -1.157
H 4.596 3.775 -2.445
H 3.034 4.580 -4.164
H 3.686 5.957 -3.234
H 1.635 5.720 -0.902
H 0.459 6.601 -1.904
*
```


Which of them is the least stable? Correct choice: (two).


(one)
One molecule with the formula C15H19N3O2. Source: OMol25; level of theory: the ωB97M-V functional and the def2-TZVPD basis.

As for the LUMO energy: 0.662 eV. As for the structure (SMILES): C/C=C/c1ccc(OCCCn2cncn2)c(OC)c1.

Geometry as ORCA input:
```
! wB97M-V def2-TZVPD RIJCOSX def2/J DEFGRID3
* xyz 0 1
C 6.524 1.397 0.359
C 5.201 0.718 0.252
C 4.061 1.347 -0.025
C 2.734 0.767 -0.149
C 1.649 1.599 -0.413
C 0.378 1.080 -0.530
C 0.132 -0.284 -0.396
C 1.218 -1.141 -0.142
C 2.488 -0.601 -0.018
H 3.320 -1.256 0.177
O 0.967 -2.492 -0.033
C 2.043 -3.362 0.212
H 1.605 -4.359 0.251
H 2.531 -3.145 1.168
H 2.783 -3.326 -0.594
O -1.177 -0.638 -0.559
C -1.656 -1.907 -0.162
C -3.181 -1.880 -0.252
H -3.555 -2.894 -0.109
H -3.470 -1.533 -1.245
C -3.827 -0.960 0.789
N -3.598 0.424 0.488
C -2.737 1.296 1.037
N -2.819 2.457 0.431
C -3.759 2.246 -0.511
N -4.253 1.032 -0.507
H -4.080 3.002 -1.198
H -2.085 1.064 1.853
H -3.428 -1.165 1.786
H -4.909 -1.125 0.791
H -1.266 -2.688 -0.824
H -1.340 -2.132 0.864
H -0.465 1.723 -0.723
H 1.799 2.663 -0.522
H 4.093 2.419 -0.180
H 5.225 -0.351 0.418
H 7.223 0.978 -0.365
H 6.432 2.465 0.180
H 6.949 1.242 1.351
*
```


(two)
One molecule with the formula C15H19N3O2. Source: OMol25; level of theory: the ωB97M-V functional and the def2-TZVPD basis.

As for the LUMO energy: 0.263 eV. As for the structure (SMILES): CC(=O)c1cc(C#N)c(N2C[C@@H](C)O[C@@H](C)C2)nc1C.

Geometry as ORCA input:
```
! wB97M-V def2-TZVPD RIJCOSX def2/J DEFGRID3
* xyz 0 1
C -4.378 -0.334 -2.656
C -3.176 0.581 -2.747
O -3.178 1.526 -3.508
C -2.034 0.265 -1.868
C -1.997 -0.900 -1.105
C -0.932 -1.183 -0.258
C -0.946 -2.440 0.376
N -1.023 -3.498 0.819
C 0.114 -0.222 -0.163
N 0.092 0.859 -0.948
C -0.905 1.114 -1.769
C -0.755 2.360 -2.569
H 0.178 2.849 -2.303
H -1.593 3.030 -2.388
H -0.764 2.127 -3.632
N 1.174 -0.339 0.660
C 1.242 -1.297 1.740
H 0.230 -1.480 2.108
H 1.656 -2.251 1.389
C 2.099 -0.765 2.915
C 3.546 -1.270 2.876
H 3.553 -2.342 3.051
H 4.033 -1.076 1.925
H 4.114 -0.785 3.666
O 1.973 0.631 3.051
C 2.296 1.430 1.919
C 3.649 2.122 2.089
H 3.810 2.819 1.272
H 3.660 2.668 3.028
H 4.458 1.397 2.102
C 2.246 0.627 0.614
H 2.063 1.294 -0.227
H 3.190 0.096 0.451
H 1.510 2.196 1.893
H 1.655 -1.141 3.845
H -2.790 -1.630 -1.169
H -4.121 -1.331 -3.007
H -4.737 -0.402 -1.631
H -5.167 0.067 -3.287
*
```


Which of them is the least stable? Correct choice: (one).